No. 1
C34H18Cl2MgN8S3 | ωB97M-V/def2-TZVPD

The value obtained for the electronic energy is -4059.7935 hartree. As for the energy above the lowest of the compared OMol25 structures with the same formula, charge and spin: 0.0 kcal per mole. Its charge is -2. The orbital gap (spin up / spin down) comes out at 3.70 / 3.70 eV. For the largest force on an atom, the calculation gives 3.26 eV/Å. The calculation puts the HOMO energy (spin up / spin down) at -0.49 / -0.49 eV.

Geometry (Å):
Mg  -0.186  -0.670  0.064
C  -2.504  -1.774  -6.125
C  -1.302  -2.406  -6.312
C  -0.306  -2.383  -5.353
C  -0.553  -1.722  -4.125
C  0.166  -1.488  -2.913
N  -0.613  -0.938  -1.954
C  -1.839  -0.685  -2.527
N  -2.882  -0.056  -1.975
C  -2.832  0.717  -0.932
C  -3.947  1.481  -0.405
C  -5.242  1.701  -0.846
C  -6.064  2.562  -0.163
C  -5.630  3.199  1.004
C  -4.323  2.976  1.436
C  -3.469  2.076  0.753
C  -2.110  1.616  0.973
N  -1.276  2.056  1.911
C  0.045  1.805  1.865
N  0.747  0.810  1.309
C  2.089  0.990  1.567
N  3.161  0.468  0.985
C  3.053  -0.423  0.017
N  1.840  -0.725  -0.672
C  2.235  -1.520  -1.729
N  1.431  -1.825  -2.753
C  3.608  -1.876  -1.635
C  4.358  -2.901  -2.209
C  5.678  -3.046  -1.809
C  6.286  -2.220  -0.872
C  5.478  -1.309  -0.177
C  4.131  -1.165  -0.524
C  2.242  2.069  2.520
C  3.355  2.665  3.178
C  3.157  3.778  3.940
C  1.880  4.278  4.196
C  0.775  3.673  3.588
C  0.953  2.632  2.721
N  -1.759  0.731  -0.053
C  -1.843  -1.169  -3.906
C  -2.798  -1.170  -4.892
H  -3.233  -1.674  -6.920
H  -1.201  -3.042  -7.180
H  0.618  -2.875  -5.553
H  -5.596  1.221  -1.740
H  -7.075  2.768  -0.476
H  -6.224  3.882  1.610
H  -3.992  3.512  2.365
H  3.885  -3.513  -2.928
H  6.175  -3.966  -2.177
H  7.367  -2.333  -0.563
H  5.888  -0.756  0.677
H  4.288  2.103  3.138
H  4.009  4.289  4.348
H  1.717  5.180  4.824
H  -0.199  4.066  3.787
H  -3.833  -0.940  -4.613
S  -1.268  -5.056  0.802
C  -1.178  -3.425  0.992
S  -2.348  -2.331  0.477
S  0.243  -2.648  1.655
Cl  0.925  -1.402  5.634
C  -0.724  -0.927  6.012
Cl  -1.568  -2.217  6.770
H  -1.220  -0.599  5.118
H  -0.649  -0.129  6.775

Results of the natural (NBO) charge analysis, in e, for atoms 1 through 6: number 1, Mg, carries 1.69; number 2, C, carries -0.23; number 3, C, carries -0.24; number 4, C, carries -0.17; number 5, C, carries -0.08; number 6, C, carries 0.36

---

No. 2
C34H20Cl4N3O5OsSSb | ωB97M-V/def2-TZVPD

The value obtained for the electronic energy is -4417.8684 hartree. As for the energy above the lowest of the compared OMol25 structures with the same formula, charge and spin: 5.6 kcal per mole. The orbital gap (spin up / spin down) comes out at 7.95 / 6.42 eV. For the largest force on an atom, the calculation gives 0.42 eV/Å. The calculation puts the HOMO energy (spin up / spin down) at -8.37 / -9.06 eV. Its spin multiplicity is 5.

Geometry (Å):
Os  -1.346  0.224  -1.648
Cl  -7.780  1.025  0.796
C  -6.411  0.722  -0.184
C  -6.589  0.583  -1.608
Cl  -8.161  0.738  -2.262
C  -5.525  0.335  -2.428
Cl  -5.681  0.154  -4.123
C  -4.222  0.223  -1.873
O  -3.194  -0.022  -2.590
C  -4.033  0.368  -0.441
O  -2.860  0.245  0.031
C  -5.173  0.610  0.380
Cl  -4.901  0.757  2.069
O  0.530  -6.629  2.369
C  0.153  -5.342  2.549
O  0.012  -4.907  3.656
C  -0.068  -4.525  1.314
C  0.551  -4.806  0.101
C  0.363  -3.978  -0.992
C  -0.465  -2.864  -0.885
S  -0.594  -1.821  -2.308
C  -1.112  -2.597  0.322
C  -0.897  -3.414  1.418
H  0.480  -6.861  1.433
H  1.237  -5.640  0.001
H  0.882  -4.175  -1.921
H  -1.785  -1.751  0.410
H  -1.365  -3.197  2.369
C  0.373  1.321  4.442
C  -0.718  0.948  3.672
C  -0.583  0.800  2.296
C  0.650  1.028  1.693
C  1.741  1.417  2.468
C  1.603  1.558  3.841
Sb  0.910  0.732  -0.381
C  2.196  -0.949  -0.350
C  2.463  -1.624  0.835
C  3.330  -2.712  0.837
C  3.931  -3.123  -0.342
C  3.661  -2.456  -1.531
C  2.793  -1.374  -1.537
C  2.364  2.223  -0.772
C  3.710  1.863  -0.791
C  4.687  2.836  -0.957
C  4.330  4.168  -1.100
C  2.991  4.533  -1.071
C  2.012  3.565  -0.903
H  0.266  1.432  5.513
H  -1.679  0.772  4.138
H  -1.446  0.519  1.708
H  2.703  1.612  2.006
H  2.453  1.856  4.441
H  2.001  -1.309  1.762
H  3.532  -3.233  1.764
H  4.611  -3.966  -0.338
H  4.129  -2.776  -2.453
H  2.590  -0.862  -2.471
H  4.008  0.827  -0.684
H  5.730  2.548  -0.975
H  5.093  4.923  -1.235
H  2.702  5.569  -1.186
H  0.978  3.863  -0.873
O  -1.921  2.155  -1.883
N  -1.023  3.104  -2.117
C  -1.548  4.226  -2.476
C  -0.651  5.329  -2.714
N  0.059  6.211  -2.901
C  -2.973  4.411  -2.613
N  -4.104  4.579  -2.715

Results of the natural (NBO) charge analysis, in e, for atoms 1 through 6: number 1, Os, carries 1.00; number 2, Cl, carries 0.09; number 3, C, carries -0.06; number 4, C, carries -0.06; number 5, Cl, carries 0.09; number 6, C, carries -0.12

---

No. 3
C34H21Br3N6OS3Yb | ωB97M-V/def2-TZVPD

The value obtained for the electronic energy is -11787.2680 hartree. Its charge is +1. The orbital gap (spin up / spin down) comes out at 6.70 / 6.70 eV. For the largest force on an atom, the calculation gives 3.61 eV/Å. The calculation puts the HOMO energy (spin up / spin down) at -10.29 / -10.29 eV. Its spin multiplicity is 2.

Geometry (Å):
Yb  7.100  11.263  14.771
Br  12.736  7.910  18.766
C  11.297  8.404  17.709
C  10.501  7.435  17.058
C  9.343  7.812  16.359
C  9.098  9.212  16.278
O  7.978  9.604  15.729
C  9.891  10.177  16.831
C  9.735  11.558  16.673
N  8.765  12.173  16.091
C  8.651  13.582  16.180
C  9.653  14.456  16.157
C  9.443  15.887  16.244
C  8.212  16.293  16.556
C  7.103  15.385  16.550
C  5.785  15.768  16.983
C  4.750  14.872  16.871
C  5.063  13.590  16.404
N  6.280  13.168  16.021
C  7.320  14.033  16.214
C  11.045  9.709  17.544
H  10.858  6.413  17.133
H  8.720  7.171  15.711
H  10.390  12.159  17.344
H  10.646  14.111  15.977
H  10.315  16.551  16.224
H  7.935  17.339  16.897
H  5.638  16.747  17.393
H  3.746  15.136  17.164
H  4.226  12.957  16.376
H  11.658  10.491  17.975
Br  12.185  10.421  9.840
C  10.894  10.694  11.162
C  10.623  9.649  12.023
C  9.708  9.893  13.046
N  8.898  10.948  13.009
C  9.108  11.890  12.061
C  10.162  11.905  11.140
C  8.045  12.971  12.087
C  7.844  13.666  10.889
C  6.902  14.650  10.928
Br  6.713  15.717  9.394
C  6.175  14.939  12.061
C  6.400  14.103  13.140
N  7.316  13.117  13.187
H  11.157  8.668  12.032
H  9.575  9.108  13.806
H  10.288  12.705  10.467
H  8.572  13.498  10.105
H  5.532  15.804  12.075
H  5.766  14.149  14.057
S  7.470  9.662  9.711
C  6.383  10.031  10.859
S  6.271  9.330  12.464
C  4.982  10.421  12.901
N  4.645  11.142  11.908
N  5.324  10.818  10.747
C  4.895  11.446  9.515
C  4.650  12.773  9.554
C  4.253  13.453  8.397
C  4.118  12.772  7.202
C  4.288  11.432  7.219
C  4.750  10.732  8.346
S  4.502  10.565  14.541
H  4.782  13.348  10.440
H  4.319  14.521  8.417
H  3.924  13.249  6.268
H  4.110  10.927  6.248
H  4.844  9.610  8.387

Results of the natural (NBO) charge analysis, in e, for atoms 1 through 6: number 1, Yb, carries 1.74; number 2, Br, carries 0.11; number 3, C, carries -0.18; number 4, C, carries -0.14; number 5, C, carries -0.27; number 6, C, carries 0.42